The following is a quantum chemistry calculation of 2 unconnected molecules or ions with the total composition C3H7N3O2 at a distorted geometry, from OMol25.

XYZ file:
```
15
C3H7N3O2, DFT ωB97M-V/def2-TZVPD
N -2.228 -0.339 -0.736
C -1.352 0.289 0.112
O -1.677 0.722 1.191
O -0.365 1.088 -0.786
H -1.871 -0.716 -1.599
H -2.994 -0.806 -0.276
H -0.063 1.829 -0.228
C 2.096 -0.276 -1.300
C 1.100 -0.242 -0.451
N 0.552 -0.681 0.614
N 0.795 -0.228 1.928
H 2.874 -1.012 -1.153
H 2.280 0.504 -2.021
H 0.556 0.733 2.162
H 0.298 -0.867 2.544
```

- SMILES = NC(=O)O.C=C=NN
- total charge = 0
- spin multiplicity = 1
- total energy (eV) = -11785.7682
- largest force on an atom (eV Å⁻¹) = 4.7
- LUMO (hartree) = 0.026


The following is a quantum chemistry calculation of a molecular structure, C25H24ClN3O6S at a distorted geometry, from OMol25.

XYZ file:
```
60
C25H24ClN3O6S, DFT ωB97M-V/def2-TZVPD
C -2.212 -4.066 -1.208
C -2.025 -2.794 -0.616
C -2.770 -1.652 -0.937
C -2.648 -0.412 -0.122
C -1.811 -0.274 0.851
C -0.766 -1.390 1.184
C -0.900 -2.642 0.612
C -0.092 -3.646 0.617
H -0.643 -4.480 1.023
H 0.416 -4.101 -0.235
H 0.888 -3.395 1.341
H 0.068 -1.104 1.763
S -1.559 1.141 1.903
O -1.356 0.689 3.180
O -0.270 1.957 1.424
N -2.626 2.067 1.660
H -3.408 2.015 2.439
C -2.379 3.377 1.100
C -1.358 3.227 -0.275
O -1.360 2.385 -0.943
O -0.489 4.266 -0.041
C 0.887 4.115 -0.801
C 1.977 3.453 -0.161
O 2.804 4.050 0.630
N 1.917 2.306 -0.485
N 1.167 1.360 -1.178
C 1.380 0.122 -1.006
C 0.960 -0.750 -2.107
C 1.458 -2.077 -2.049
C 0.787 -3.021 -3.003
C -0.328 -2.503 -3.800
C -1.016 -1.203 -3.523
C -0.271 -0.442 -2.668
H -0.821 0.557 -2.365
H -1.869 -1.010 -3.949
Cl -0.983 -3.660 -4.914
H 1.086 -3.838 -3.317
H 2.482 -2.516 -1.549
C 2.737 -0.093 -0.199
H 3.751 -0.348 -0.726
H 2.471 -1.069 0.602
C 3.122 1.228 0.655
C 2.540 1.288 2.049
C 2.665 2.169 3.041
C 2.169 1.822 4.082
C 1.525 0.349 3.697
O 1.776 0.078 2.503
H 0.948 -0.408 4.354
H 2.107 2.226 4.925
H 3.352 3.209 2.843
H 3.887 1.696 0.302
H 0.954 5.149 -1.209
H 0.379 3.442 -1.980
H -3.330 3.705 0.636
H -1.990 3.922 1.778
H -3.026 0.346 -0.259
H -3.666 -1.610 -1.472
H -2.976 -3.831 -1.891
H -2.495 -4.736 -0.562
H -1.220 -4.644 -1.647
```

- total charge = 0
- spin multiplicity = 1
- total energy (eV) = -66404.4364
- largest force on an atom (eV Å⁻¹) = 17.5
- LUMO (hartree) = -0.003


The following is a quantum chemistry calculation of 9 unconnected molecules or ions with the total composition C37H62ClFN8O3S at a distorted geometry, from OMol25.

XYZ file:
```
113
C37H62ClFN8O3S, DFT ωB97M-V/def2-TZVPD
C -2.453 7.061 4.510
C -1.426 7.919 3.510
C -0.435 6.843 2.733
C -1.351 5.961 1.660
C -0.879 6.227 0.100
C -1.770 5.397 -1.003
C -1.873 3.816 -0.579
C -1.776 2.771 -1.852
C -1.290 1.284 -1.298
C -2.382 0.111 -1.651
C -2.667 -0.929 -0.377
C -2.425 -2.513 -0.846
C -0.800 -2.705 -0.950
C -0.307 -4.060 -1.730
C 0.521 -4.974 -0.645
O -0.227 -5.532 0.348
O 1.955 -5.289 -0.675
C 2.788 -4.212 -0.119
F 4.188 -4.779 -0.050
C 2.418 -3.758 1.410
S 2.071 -1.933 1.644
C 2.348 -1.651 3.513
C 3.937 -1.588 3.915
C 2.872 -2.981 -1.208
C 4.287 -2.116 -1.130
O 4.329 -0.898 -0.559
Cl 5.902 -2.756 -1.876
H -3.367 6.679 3.863
H -1.935 6.095 4.953
H -2.907 7.743 5.367
H -0.806 8.689 4.144
H -2.093 8.432 2.696
H 0.061 6.143 3.532
H 0.408 7.377 2.117
H -2.488 6.294 1.770
H -1.295 4.833 1.986
H 0.241 5.849 -0.013
H -0.865 7.371 -0.151
H -2.847 5.863 -1.092
H -1.255 5.480 -2.052
H -2.852 3.612 0.029
H -0.938 3.580 0.123
H -0.955 3.151 -2.627
H -2.796 2.733 -2.439
H -0.205 1.079 -1.737
H -1.205 1.369 -0.134
H -1.977 -0.492 -2.572
H -3.413 0.642 -1.915
H -1.808 -0.700 0.406
H -3.714 -0.770 0.122
H -2.783 -3.156 0.094
H -2.994 -2.788 -1.835
H -0.306 -1.786 -1.530
H -0.259 -2.706 0.114
H -1.263 -4.674 -2.095
H 0.300 -3.831 -2.728
H 1.506 -4.341 1.891
H 3.347 -4.013 2.113
H 1.742 -0.701 3.907
H 1.879 -2.593 4.075
H 4.286 -2.622 4.396
H 4.665 -1.384 3.021
H 4.114 -0.775 4.756
H 2.894 -3.503 -2.282
H 1.942 -2.271 -1.221
C 2.082 -4.445 7.137
C 1.618 -3.081 6.835
N 1.252 -2.003 6.597
H 2.669 -4.864 6.313
H 2.715 -4.469 8.030
H 1.244 -5.127 7.316
C 2.965 10.186 1.361
C 1.493 10.166 1.389
N 0.330 10.150 1.412
H 3.350 10.200 0.335
H 3.368 11.068 1.870
H 3.392 9.306 1.854
C 1.712 -3.599 -5.886
C 1.479 -2.677 -4.762
N 1.294 -1.948 -3.874
H 0.819 -3.711 -6.510
H 2.519 -3.247 -6.537
H 1.991 -4.599 -5.537
C 0.466 -7.486 -3.456
C 0.401 -6.716 -4.709
N 0.350 -6.107 -5.699
H 1.145 -8.341 -3.542
H 0.821 -6.873 -2.622
H -0.516 -7.881 -3.173
C -6.341 7.302 -1.403
C -5.886 6.233 -0.499
N -5.527 5.388 0.216
H -5.789 8.233 -1.238
H -6.206 7.027 -2.454
H -7.404 7.527 -1.261
C -1.779 -3.538 -4.818
C -3.251 -3.558 -4.789
N -4.414 -3.574 -4.767
H -1.395 -3.523 -5.843
H -1.377 -2.655 -4.309
H -1.353 -4.418 -4.325
C 4.787 1.868 7.159
C 4.993 0.468 7.567
N 5.155 -0.638 7.888
H 5.718 2.329 6.812
H 4.062 1.950 6.343
H 4.413 2.480 7.987
C -2.064 -9.649 -6.842
C -2.365 -9.414 -5.420
N -2.603 -9.228 -4.296
H -0.994 -9.550 -7.051
H -2.364 -10.653 -7.158
H -2.588 -8.936 -7.489
```

- SMILES = CCCCCCCCCCCCCCC(=O)O[C@](F)(CSCC)CC(=O)Cl.CC#N.CC#N.CC#N.CC#N.CC#N.CC#N.CC#N.CC#N
- total charge = 0
- spin multiplicity = 1
- total energy (eV) = -83499.3737
- largest force on an atom (eV Å⁻¹) = 9.5
- LUMO (hartree) = -0.003


Number 1: molar mass 117.11 g mol⁻¹, Kohn-Sham gap 8.8 eV, highest occupied orbital energy -8.14 eV. Number 2: molar mass 530.00 g mol⁻¹, Kohn-Sham gap 7.1 eV, highest occupied orbital energy -7.20 eV. Number 3: molar mass 753.47 g mol⁻¹, Kohn-Sham gap 8.4 eV, highest occupied orbital energy -8.54 eV.